Computed, not measured: 3 unconnected molecules or ions with the total composition C28H48BrN4O7, with ωB97M-V with the def2-TZVPD basis set.

## Properties
**2S+1**: 1
**Total charge**: +1
**Strongest force on any atom**: 0.0171 hartree/bohr
**LUMO energy**: -4.756 eV
**Kohn-Sham gap**: 6.12 eV
**E_HOMO**: -10.88 eV

Geometry as XYZ:
```
88
Properties=species:S:1:pos:R:3:forces:R:3:mulliken_charge:R:1
Br 3.57370 -2.43519 -5.24142 -0.0126 -0.0080 -0.0456 -0.182
O -1.28044 1.58958 -2.87388 0.1688 0.0581 0.0338 -0.062
O -2.97277 -0.28591 0.47225 0.2285 -0.2612 0.3212 -0.433
O -0.43140 0.48421 7.14202 0.1074 0.0670 -0.0549 -0.358
O 0.89814 5.21188 -4.48104 -0.0410 -0.1729 -0.0270 -0.352
O 3.09642 -4.00556 -0.88928 -0.0950 -0.1299 0.1133 -0.411
O 3.93639 0.01082 5.80899 -0.0262 0.0661 0.0451 -0.425
O 2.32008 -4.47778 1.17703 -0.1195 0.0980 -0.0179 -0.294
N 1.49556 -5.65244 1.10318 0.1167 -0.1321 0.0209 -0.455
N 1.05377 0.12286 4.63661 -0.0374 -0.1086 0.0189 -0.260
N -0.75021 -0.87099 -0.11198 0.3443 -0.1738 -0.2937 0.543
N -1.48046 3.67272 -5.17279 0.0011 0.0240 0.1901 -0.263
C 3.17504 -1.64528 -2.52511 0.1744 -0.0545 0.1882 -0.576
C -0.28444 5.79199 -5.02152 0.0296 0.1218 -0.0046 -0.828
C -4.41044 -0.99985 -1.30756 -0.0408 -0.2437 -0.0846 -0.287
C -0.49004 -1.49930 1.04147 0.3182 -0.1250 -0.0401 -1.458
C 1.81321 4.74592 -5.45509 0.0393 0.0742 0.0263 -0.752
C -0.91584 -0.25869 6.03743 -0.0933 -0.0439 0.0357 -0.954
C -5.02248 -3.32011 -1.50360 0.0867 0.0496 0.1123 -0.484
C -1.49318 5.00248 -4.57724 0.0217 -0.1263 0.0246 -0.187
C 1.25791 -2.72022 -0.07571 -0.1048 0.0531 0.2010 1.033
C -3.57078 -2.60825 0.28773 -0.1268 -0.1832 -0.0897 -0.126
C -1.82893 0.14645 -0.17477 -0.6987 0.4899 0.2156 -0.737
C -0.04780 -1.11763 -1.23153 -0.0172 -0.0780 0.2398 -0.892
C -2.43136 2.36777 -3.20518 -0.1652 -0.0492 -0.0008 -0.141
C 3.35191 -0.95725 4.96979 0.0392 -0.0884 -0.0194 -0.652
C 1.74065 -2.19115 -2.55646 -0.1927 0.1700 -0.2755 -1.170
C 2.32099 -3.79035 -0.01091 0.0190 -0.0415 0.0652 -0.052
C 0.99826 -2.03103 -1.26544 -0.1849 0.1859 0.0591 0.451
C -0.13278 2.34613 -2.50685 0.0241 -0.1009 -0.0005 -0.828
C -3.64588 -1.31499 -0.19437 -0.1817 0.1164 -0.2174 0.400
C 0.23933 -0.89123 5.29311 0.1161 0.0693 0.0406 -0.098
C -0.70036 1.87235 7.08486 -0.0462 -0.0305 0.0474 -0.727
C 2.28547 -0.38389 4.04390 -0.0245 0.0566 -0.1214 -0.037
C -5.09706 -2.01183 -1.96700 0.1387 -0.0193 0.1772 -0.672
C 4.12758 -2.45199 -3.37310 0.0016 -0.0299 -0.1819 -0.761
C 3.31681 0.19519 7.06984 0.0700 0.0172 0.0047 -0.547
C 0.51482 -2.44249 1.07570 0.0071 0.1105 -0.2398 -0.893
C -4.26812 -3.61477 -0.37545 -0.0030 0.2153 -0.0487 -0.673
C -2.50176 2.76728 -4.67320 0.0861 -0.0009 -0.1166 -1.163
H -0.41041 3.27145 -1.99815 0.0052 0.0233 -0.0059 0.361
H 2.01780 -1.16121 3.31570 0.0103 -0.0120 0.0026 -0.194
H -1.48041 4.97835 -3.47739 -0.0522 0.0683 0.0060 0.162
H -3.01113 -2.83904 1.18365 0.0318 0.0813 0.0437 0.494
H -0.56638 3.26275 -5.02929 0.0194 -0.0124 -0.0955 0.125
H -0.35516 -0.55936 -2.10575 -0.0216 0.0429 -0.0589 0.928
H 0.49480 2.59175 -3.36452 -0.0285 0.0670 -0.0057 0.208
H -4.22833 -4.62435 0.00469 -0.0069 -0.0834 0.0063 0.411
H 1.18670 -1.63993 -3.31433 -0.0665 -0.0664 -0.1155 0.666
H 2.97384 -1.79921 5.56252 -0.0490 0.0287 0.0109 0.360
H 3.18193 -0.61212 -2.86702 -0.0378 0.1200 0.0368 0.451
H -0.19880 2.35379 6.23800 -0.0213 -0.0127 -0.0211 0.304
H -0.15696 -1.57610 4.53314 0.0112 -0.0261 -0.0037 0.216
H 5.12974 -2.04167 -3.35819 0.0658 0.0531 0.0223 0.469
H 0.46596 1.73950 -1.82100 -0.0256 0.0004 0.0098 0.350
H -2.49079 3.23058 -2.53361 0.0418 0.0363 -0.0412 0.513
H 0.74325 -2.95634 1.99478 -0.0289 -0.0546 0.0975 0.929
H 0.59073 -5.38212 0.72171 -0.0170 0.0746 -0.0119 0.299
H 4.15643 -3.49290 -3.07256 -0.0100 -0.0266 0.0093 0.308
H 2.69091 4.38270 -4.92374 0.0004 -0.0022 0.0077 0.241
H -2.46298 1.85409 -5.27221 -0.0219 -0.0053 0.0123 0.378
H 2.52600 0.95052 7.03907 -0.0417 -0.0454 -0.0070 0.192
H -0.36761 6.81738 -4.65250 0.0432 0.0033 -0.0071 0.400
H 1.39556 3.93039 -6.05648 -0.0208 0.0255 -0.0135 0.324
H -3.48288 3.21878 -4.84729 -0.0163 0.0137 -0.0026 0.467
H 3.56689 -1.65353 -1.50558 0.0108 0.0317 -0.0053 0.348
H 4.08440 0.53679 7.76210 0.0054 -0.0006 -0.0068 0.279
H -1.08974 -1.22719 1.89655 -0.0404 0.0473 0.0081 0.904
H 4.15766 -1.34786 4.34163 -0.0001 0.0018 0.0133 0.381
H 1.72396 -3.23042 -2.87946 0.1193 -0.1302 0.1260 0.543
H -0.32813 2.30797 8.00912 0.0087 -0.0033 0.0056 0.251
H 1.28666 0.83591 5.31743 -0.0099 0.0472 -0.0226 0.162
H -1.49063 1.04371 0.33729 0.1355 -0.0071 0.1035 0.296
H -2.40263 5.52378 -4.88672 -0.0136 -0.0058 -0.0102 0.394
H 2.74432 0.43388 3.48237 0.0068 -0.0098 -0.0064 0.423
H -0.22821 5.82372 -6.11241 -0.0418 -0.0297 -0.0184 0.412
H -4.48733 0.02312 -1.64668 0.0361 0.0964 0.0339 0.526
H 1.95088 -6.26828 0.43345 0.0235 -0.0252 -0.0200 0.322
H 2.89536 -0.74061 7.44707 -0.0157 -0.0086 0.0106 0.274
H 2.12181 5.55028 -6.12827 0.0094 0.0009 -0.0158 0.366
H -5.56295 -4.10689 -2.00742 -0.0410 -0.0368 -0.0495 0.420
H 0.80657 -1.49371 6.01493 -0.0378 -0.0623 -0.0217 0.265
H -1.57563 -1.04628 6.41352 -0.0132 0.0248 0.0119 0.399
H -5.69785 -1.77470 -2.83186 -0.0484 0.0155 -0.0553 0.418
H -2.00721 0.37930 -1.21818 0.1731 -0.0744 -0.2252 0.257
H -1.77475 2.06591 7.01333 -0.0071 0.0136 -0.0041 0.355
H -1.49679 0.38359 5.36812 0.0191 0.0078 -0.0408 0.433
H -3.29809 1.73445 -2.99289 0.0311 -0.0255 0.0129 -0.028
```
Forces are in eV/Å.